{
  "formula": "C29H26N5O3S2SeZn",
  "method": "ωB97M-V/def2-TZVPD",
  "e_homo_ev": -4.04,
  "largest_force_ev_per_a": 0.6,
  "relative_energy_kcal_mol": 12.3,
  "total_energy_ev": -179527.6154,
  "lumo_energy_ev": 2.588,
  "total_charge": -1,
  "molar_mass_g_mol": 701.04,
  "species": ["Zn", "N", "C", "S", "N", "N", "C", "C", "C", "C", "C", "C", "C", "C", "C", "C", "C", "C", "N", "H", "H", "H", "H", "H", "H", "H", "H", "H", "H", "H", "O", "C", "N", "S", "O", "O", "C", "C", "C", "C", "C", "C", "H", "H", "H", "H", "C", "C", "C", "C", "C", "C", "Se", "C", "C", "C", "H", "H", "H", "H", "H", "H", "H", "H", "H", "H", "H"],
  "positions_angstrom": [[-0.4455, -0.4313, -0.2591], [-4.1719, -0.4150, -2.6458], [-3.0328, -0.2401, -1.9127], [-2.2481, -1.6618, -1.3499], [-2.7021, 1.0380, -1.7723], [-1.5727, 1.2134, -1.0475], [-1.0910, 2.3964, -0.9513], [-1.6923, 3.5791, -1.6224], [-1.0410, 4.1354, -2.7174], [-1.5794, 5.2435, -3.3584], [-2.7656, 5.8020, -2.9040], [-3.4186, 5.2455, -1.8103], [-2.8859, 4.1345, -1.1739], [0.1557, 2.5608, -0.1604], [0.7062, 3.8113, 0.1005], [1.8679, 3.8814, 0.8488], [2.4480, 2.7143, 1.3204], [1.8285, 1.5109, 1.0242], [0.7198, 1.4454, 0.3007], [-4.6102, -1.3166, -2.6058], [-4.7430, 0.4019, -2.7837], [-0.1193, 3.6798, -3.0625], [-1.0731, 5.6674, -4.2168], [-3.1840, 6.6674, -3.4032], [-4.3483, 5.6744, -1.4574], [-3.3944, 3.6841, -0.3308], [0.2301, 4.7037, -0.2808], [2.3159, 4.8436, 1.0649], [3.3535, 2.7295, 1.9110], [2.2196, 0.5599, 1.3680], [1.3555, 1.5770, -2.7850], [1.6898, 0.4248, -2.5723], [0.9747, -0.5132, -1.8788], [1.8409, -1.8528, -1.6038], [2.3519, -1.8194, -0.2492], [1.1464, -3.0449, -2.0018], [3.1530, -1.4662, -2.7160], [4.2100, -2.2383, -3.1548], [5.1120, -1.6408, -4.0268], [4.9472, -0.3166, -4.4323], [3.8670, 0.4361, -3.9870], [2.9680, -0.1645, -3.1262], [4.3282, -3.2651, -2.8352], [5.9520, -2.2133, -4.4000], [5.6673, 0.1233, -5.1108], [3.7077, 1.4602, -4.2988], [-0.8874, -5.6663, 5.6344], [-0.8922, -4.4286, 4.7743], [-1.0571, -3.1654, 5.3210], [-1.0738, -2.0170, 4.5355], [-1.2540, -0.6871, 5.2154], [-0.9216, -2.1143, 3.1386], [-1.0009, -0.4636, 2.1671], [-0.7442, -3.3896, 2.5721], [-0.5612, -3.6377, 1.1001], [-0.7340, -4.5098, 3.4002], [-1.0159, -5.4123, 6.6876], [0.0510, -6.2176, 5.5362], [-1.6943, -6.3485, 5.3560], [-1.1783, -3.0627, 6.3961], [-1.3854, -0.8240, 6.2904], [-2.1183, -0.1517, 4.8176], [-0.3921, -0.0393, 5.0403], [-0.4385, -2.7171, 0.5457], [-1.4266, -4.1563, 0.6810], [0.3221, -4.2511, 0.9180], [-0.5949, -5.4848, 2.9389]],
  "lowdin_charge": [0.272, 0.042, -0.867, 0.628, 0.011, -0.009, -0.193, -0.192, -0.025, -0.085, -0.106, -0.091, -0.030, -0.209, 0.000, -0.062, -0.055, -0.125, 0.034, 0.064, 0.084, 0.111, 0.097, 0.093, 0.096, 0.118, 0.113, 0.103, 0.099, 0.109, 0.057, -0.493, -0.110, 0.583, -0.315, -0.301, -0.215, -0.035, -0.082, -0.078, -0.007, -0.130, 0.119, 0.099, 0.098, 0.118, -0.070, -0.294, -0.040, -0.323, -0.129, -0.522, 0.709, -0.278, -0.084, -0.036, 0.064, 0.072, 0.072, 0.102, 0.064, 0.053, 0.060, -0.043, 0.086, 0.087, 0.117]
}


{
  "formula": "C11H23BrFO3Si",
  "method": "ωB97M-V/def2-TZVPD",
  "e_homo_ev": -4.57,
  "largest_force_ev_per_a": 0.4,
  "total_energy_ev": -98562.8021,
  "lumo_energy_ev": 2.809,
  "total_charge": -1,
  "molar_mass_g_mol": 330.29,
  "species": ["C", "C", "O", "C", "Si", "C", "C", "C", "F", "C", "C", "C", "Br", "H", "H", "H", "H", "H", "H", "H", "H", "H", "H", "H", "H", "H", "H", "H", "H", "H", "H", "H", "H", "C", "C", "O", "O", "H", "H", "H"],
  "positions_angstrom": [[4.9402, -1.8101, 0.2790], [3.6269, -1.2916, -0.2667], [3.8966, -0.7363, -1.5564], [2.9864, -0.2215, 0.6255], [1.1727, 0.1157, 0.2259], [0.0811, -1.1770, 1.0651], [-0.2044, -2.4049, 0.1904], [-0.8786, -3.5364, 0.9373], [0.0750, -4.2806, 1.6521], [0.7005, 1.8337, 0.7950], [-0.6482, 2.3814, 0.2999], [-1.0236, 2.0892, -1.1351], [0.3076, 2.8157, -2.3709], [4.7728, -2.3646, 1.2041], [5.6037, -0.9700, 0.5020], [5.4298, -2.4563, -0.4502], [2.9374, -2.1402, -0.3788], [3.0823, -0.7313, -2.0747], [3.5513, 0.7029, 0.4615], [3.0816, -0.4965, 1.6824], [0.9935, -0.0768, -1.2377], [-0.8710, -0.7151, 1.3494], [0.5609, -1.5021, 1.9960], [-0.8429, -2.1226, -0.6514], [0.7229, -2.8000, -0.2369], [-1.3914, -4.2294, 0.2661], [-1.5970, -3.1530, 1.6670], [0.6574, 1.7700, 1.8913], [1.5171, 2.5263, 0.5708], [-1.4699, 1.9873, 0.9059], [-0.6803, 3.4658, 0.4334], [-1.1046, 1.0254, -1.3533], [-1.9847, 2.5364, -1.3555], [-6.0779, 2.2939, -0.7241], [-4.5582, 2.2692, -0.9937], [-3.8059, 2.5685, -0.0338], [-4.2103, 1.9506, -2.1520], [-6.2949, 2.5799, 0.3048], [-6.5557, 2.9981, -1.4080], [-6.4982, 1.3065, -0.9259]],
  "lowdin_charge": [-0.064, -0.518, -0.063, -0.230, 0.646, -0.271, -0.255, -0.213, -0.083, -0.306, -0.354, -0.614, 0.577, 0.079, 0.082, 0.076, 0.120, 0.073, 0.086, 0.082, 0.015, 0.082, 0.079, 0.113, 0.094, 0.110, 0.116, 0.076, 0.062, 0.099, 0.105, 0.045, 0.024, -0.058, -0.783, -0.097, -0.091, 0.049, 0.054, 0.054]
}


{
  "formula": "C4H5BrN2",
  "method": "ωB97M-V/def2-TZVPD",
  "e_homo_ev": -7.98,
  "largest_force_ev_per_a": 6.7,
  "relative_energy_kcal_mol": 41.7,
  "total_energy_ev": -77249.5069,
  "smiles": "Cn1ccnc1Br",
  "lumo_energy_ev": 0.614,
  "molar_mass_g_mol": 161.00,
  "species": ["C", "N", "C", "C", "N", "C", "Br", "H", "H", "H", "H", "H"],
  "positions_angstrom": [[0.6036, 0.9317, -1.2390], [0.0709, 0.1008, -0.1853], [0.3393, 0.1469, 1.1665], [-0.3887, -0.7959, 1.8335], [-1.2616, -1.4621, 1.1204], [-0.9496, -0.8102, -0.3428], [-1.5775, -1.3757, -1.9409], [1.5726, 1.2266, -1.0588], [0.6307, 0.4046, -2.1791], [0.0497, 1.9121, -1.4764], [1.1765, 0.6710, 1.4886], [-0.2659, -0.9496, 2.8134]],
  "lowdin_charge": [-0.052, -0.167, -0.100, -0.256, 0.084, -0.713, 0.808, 0.058, 0.056, 0.130, 0.089, 0.064]
}


{
  "formula": "C5H8N2",
  "method": "ωB97M-V/def2-TZVPD",
  "e_homo_ev": -7.70,
  "largest_force_ev_per_a": 0.3,
  "relative_energy_kcal_mol": 13.0,
  "total_energy_ev": -8294.4323,
  "smiles": "Cc1c[nH]c(N)c1",
  "lumo_energy_ev": 1.040,
  "molar_mass_g_mol": 96.13,
  "species": ["C", "C", "C", "N", "C", "N", "C", "H", "H", "H", "H", "H", "H", "H", "H"],
  "positions_angstrom": [[-2.2743, -0.3467, -0.1871], [-0.9536, 0.2487, 0.1949], [-0.3608, 1.4229, -0.2015], [1.0089, 1.2426, -0.1515], [1.2840, -0.0362, 0.2602], [2.5349, -0.6420, 0.0183], [0.0954, -0.6320, 0.5761], [-2.0678, -0.9153, -1.1037], [-2.6225, -1.0733, 0.5539], [-3.0702, 0.3632, -0.4163], [-0.7800, 2.3624, -0.5395], [1.6913, 1.8552, -0.5667], [3.1941, -0.5954, 0.7840], [2.3587, -1.6198, -0.1858], [-0.0379, -1.6343, 0.9649]],
  "lowdin_charge": [-0.068, -0.308, -0.087, 0.062, -0.387, 0.082, -0.038, 0.081, 0.072, 0.071, 0.110, 0.147, 0.074, 0.078, 0.110]
}


What did the fourth record say?
{
  "formula": "C5H8N2",
  "method": "ωB97M-V/def2-TZVPD",
  "e_homo_ev": -7.70,
  "largest_force_ev_per_a": 0.3,
  "relative_energy_kcal_mol": 13.0,
  "total_energy_ev": -8294.4323,
  "smiles": "Cc1c[nH]c(N)c1",
  "lumo_energy_ev": 1.040,
  "molar_mass_g_mol": 96.13,
  "species": ["C", "C", "C", "N", "C", "N", "C", "H", "H", "H", "H", "H", "H", "H", "H"],
  "positions_angstrom": [[-2.2743, -0.3467, -0.1871], [-0.9536, 0.2487, 0.1949], [-0.3608, 1.4229, -0.2015], [1.0089, 1.2426, -0.1515], [1.2840, -0.0362, 0.2602], [2.5349, -0.6420, 0.0183], [0.0954, -0.6320, 0.5761], [-2.0678, -0.9153, -1.1037], [-2.6225, -1.0733, 0.5539], [-3.0702, 0.3632, -0.4163], [-0.7800, 2.3624, -0.5395], [1.6913, 1.8552, -0.5667], [3.1941, -0.5954, 0.7840], [2.3587, -1.6198, -0.1858], [-0.0379, -1.6343, 0.9649]],
  "lowdin_charge": [-0.068, -0.308, -0.087, 0.062, -0.387, 0.082, -0.038, 0.081, 0.072, 0.071, 0.110, 0.147, 0.074, 0.078, 0.110]
}


> Number 3 is which compound?

C4H5BrN2